Entry 1
A single C4H3NS molecule, computed with ωB97M-V with the def2-TZVPD basis set.

Last column: Löwdin charge in e.
CARTESIAN COORDINATES (ANGSTROEM)
C: -0.0891 -0.3576 -0.8821  -0.0432
C: 0.3138 0.9105 -0.3841  -0.1917
C: -0.3782 -1.3789 0.0709  -0.3760
C: 0.4409 1.1391 0.9446  -0.6752
N: -0.6858 -1.1811 1.2648  0.1425
S: 0.4148 1.7533 2.3464  0.8420
H: -0.0727 -0.3961 -1.9528  0.0954
H: 0.8362 1.7175 -1.0037  0.1416
H: -0.7800 -2.2066 -0.4039  0.0645

The value obtained for the frontier orbital gap (spin up / spin down) is 6.35 / 5.82 eV. The calculation puts the HOMO energy (spin up / spin down) at -7.7624 / -7.4419 eV.


Entry 2
A single C4H3NS molecule, computed with ωB97M-V with the def2-TZVPD basis set.

Last column: Löwdin charge in e.
CARTESIAN COORDINATES (ANGSTROEM)
C: 0.6194 0.4726 -1.8901  -0.6025
C: 0.8105 0.6922 -3.1246  0.1851
C: -0.0069 0.0381 0.0800  -0.6682
C: -0.6008 -0.4722 1.3438  -0.0549
N: -0.5060 0.2414 -1.0652  -0.0060
S: 1.7361 0.4487 -0.2406  0.8687
H: -0.0905 0.1026 2.0966  0.0624
H: -0.3605 -1.5535 1.3901  0.1060
H: -1.6012 0.0301 1.4101  0.1094

The value obtained for the frontier orbital gap (spin up / spin down) is 7.91 / 7.91 eV. The calculation puts the HOMO energy (spin up / spin down) at -9.9497 / -9.9498 eV.


Structures ranked by computed energy, the most stable listed first: entry 1, entry 2.


Entry 1
2 unconnected molecules or ions with the total composition C4H8O, computed with ωB97M-V with the def2-TZVPD basis set.

Last column: Löwdin charge in e.
CARTESIAN COORDINATES (ANGSTROEM)
C: -0.9292 0.6408 -0.4562  -0.3434
C: -0.9553 -0.8707 -0.3048  -0.0993
O: -1.8830 1.2623 0.3893  -0.0888
H: -2.6930 0.7282 0.4126  0.0877
H: -1.2011 0.8885 -1.4907  0.1093
H: 0.1012 1.1025 -0.2653  0.0756
H: -1.8593 -1.3079 -0.7403  0.0742
H: -0.0973 -1.3170 -0.8146  0.0748
H: -0.9384 -1.1488 0.7530  0.0795
C: 2.1715 0.3670 0.7630  -0.0252
C: 3.1676 -0.2757 0.5442  -0.0088
H: 4.0160 -0.8912 0.3451  0.0128
H: 1.1003 0.8221 0.8649  0.0517

The value obtained for the frontier orbital gap is 11.37 eV. Its SMILES is C#C.CCO. The calculation puts the HOMO energy at -10.3787 eV.


Entry 2
2 unconnected molecules or ions with the total composition C4H8O, computed with ωB97M-V with the def2-TZVPD basis set.

Last column: Löwdin charge in e.
CARTESIAN COORDINATES (ANGSTROEM)
C: -0.4543 0.2666 0.5238  -0.1436
C: 0.0873 -1.1371 0.5509  -0.1712
C: 0.5353 -1.2057 -0.8902  -0.1838
O: 1.0489 0.1150 -1.1541  -0.0726
C: 0.3133 0.9331 -0.3588  -0.2089
H: -1.3861 0.5412 0.9806  0.0662
H: -0.9353 2.3052 1.0178  0.0613
H: -0.6208 -1.9035 0.8618  0.1126
H: 0.9551 -1.1619 1.2287  0.1195
H: 1.3289 -1.9037 -1.1229  0.1192
H: -0.3397 -1.3731 -1.5325  0.1278
H: 0.5993 1.9715 -0.4557  0.0979
H: -1.0860 2.6006 0.3520  0.0754

The value obtained for the frontier orbital gap is 9.51 eV. Its SMILES is C1=COCC1.[H][H]. The calculation puts the HOMO energy at -8.4204 eV.


Entry 3
2 unconnected molecules or ions with the total composition C4H8O, computed with ωB97M-V with the def2-TZVPD basis set.

Last column: Löwdin charge in e.
CARTESIAN COORDINATES (ANGSTROEM)
C: 1.4356 -0.6444 -0.1681  -0.3758
C: -0.1072 1.4189 -0.1704  -0.0929
C: -1.1548 -0.8262 -0.1790  -0.1096
C: 0.1200 -0.0345 0.0325  -0.3700
O: 2.4674 -0.0531 -0.1653  0.0195
H: 1.5069 -1.8444 -0.0378  0.1488
H: -0.8078 1.8421 0.5369  0.0743
H: -0.6824 1.6097 -1.2055  0.1423
H: 0.8491 1.9043 -0.2029  0.0638
H: -1.6115 -0.9731 -1.2175  0.1029
H: -1.9110 -0.2211 0.3144  0.0589
H: -0.8973 -1.9016 0.3705  0.1311
H: 0.7930 -0.2766 2.0922  0.2070

The value obtained for the frontier orbital gap (spin up / spin down) is 8.74 / 8.34 eV. The calculation puts the HOMO energy (spin up / spin down) at -9.7324 / -9.0204 eV.


Structures ranked by computed energy, the most stable listed first: entry 2, entry 1, entry 3.


Entry 1
A single C6H12OS molecule, computed with ωB97M-V with the def2-TZVPD basis set.

Last column: Löwdin charge in e.
CARTESIAN COORDINATES (ANGSTROEM)
C: -2.0394 1.1369 0.2380  -0.1219
C: -1.7008 -0.0043 -0.6705  -0.5950
C: -0.3101 -0.6760 -0.8746  -0.4014
C: 1.0178 -0.4563 -0.1442  -0.6110
C: 1.3879 1.0587 -0.3146  -0.0242
C: 0.9383 -0.8378 1.4003  -0.0333
H: -1.4475 1.2281 1.1142  0.0469
H: -1.9405 2.0476 -0.3995  0.0933
H: -3.1047 1.0291 0.6051  0.0977
H: -2.2297 0.0058 -1.6362  0.0990
H: -0.2272 -1.0397 -1.9024  0.1059
H: 0.7953 1.7467 0.2957  0.0753
H: 2.4834 1.2038 -0.0676  0.1027
H: 1.3319 1.3301 -1.3586  0.0767
H: -0.0494 -0.5209 1.7094  0.0379
H: 1.7468 -0.3934 1.9509  0.0737
H: 0.9917 -1.9539 1.4630  0.0893
H: 1.9349 -2.0571 -0.5523  0.1018
O: 2.0730 -1.1289 -0.7977  -0.0240
S: -1.6518 -1.7184 -0.0587  0.8109

The value obtained for the frontier orbital gap is 9.46 eV. Its SMILES is C[C@@H]1S[C@@H]1C(C)(C)O. The calculation puts the HOMO energy at -8.6547 eV.


Entry 2
2 unconnected molecules or ions with the total composition C6H12OS, computed with ωB97M-V with the def2-TZVPD basis set.

Last column: Löwdin charge in e.
CARTESIAN COORDINATES (ANGSTROEM)
C: -1.3420 2.9892 -1.0648  -0.3705
C: -0.1806 0.5119 0.0096  -0.4271
C: 0.1609 -0.8015 -0.0707  -0.3610
C: 0.1229 -1.5387 -1.4016  -0.1245
C: 0.3420 -1.5215 1.3331  -0.5187
C: 0.2540 -0.5765 2.5912  -0.0536
H: -1.2117 3.7097 -1.9803  0.0608
H: -2.3035 2.7551 -0.5518  0.0320
H: -0.6070 3.5279 -0.3848  0.0281
H: -0.0649 0.8697 0.9709  0.0043
H: 1.2346 -2.1055 -1.4508  0.1272
H: 0.1594 -0.7927 -2.3923  0.0644
H: -0.9249 -2.2492 -1.1885  0.1552
H: -0.2990 -2.3224 1.4026  0.1090
H: -0.4690 0.3767 2.4243  0.1132
H: 1.2798 -0.0630 2.5927  0.0741
H: 0.1230 -1.2292 3.4765  0.0879
H: 2.3134 -1.2796 2.2787  0.3167
O: 1.5210 -2.1369 1.3452  -0.1256
S: -0.4713 1.3450 -1.5212  0.8083

The value obtained for the frontier orbital gap is 7.76 eV. The calculation puts the HOMO energy at -7.8514 eV.


Structures ranked by computed energy, the most stable listed first: entry 1, entry 2.


Entry 1
A single C4H7IN2 molecule, computed with ωB97M-V with the def2-TZVPD basis set.

Last column: Löwdin charge in e.
CARTESIAN COORDINATES (ANGSTROEM)
C: -0.4746 0.9234 -0.4268  -0.3216
C: 0.2663 -0.1947 0.0227  -0.2149
C: -1.3451 1.7337 0.6080  -0.1827
C: 1.9962 -1.6688 -0.1515  -0.1704
N: 1.2723 -0.5919 -0.6267  -0.0154
N: -1.9487 1.1200 -0.5196  -0.6115
I: -3.1405 -0.4842 -0.5566  0.7999
H: -0.2093 1.5591 -1.2440  0.1273
H: -0.2717 -0.6506 0.8129  0.0958
H: -1.4780 1.1536 1.5534  0.1056
H: -1.3257 2.8403 0.6027  0.1113
H: 2.7933 -1.1548 0.4680  0.1059
H: 1.4847 -2.4032 0.5142  0.0861
H: 2.3809 -2.1819 -1.0566  0.0847

The value obtained for the frontier orbital gap is 8.81 eV. Its SMILES is C/N=C/[C@@H]1CN1I. The calculation puts the HOMO energy at -8.7583 eV.


Entry 2
A single C4H7IN2 molecule, computed with ωB97M-V with the def2-TZVPD basis set.

Last column: Löwdin charge in e.
CARTESIAN COORDINATES (ANGSTROEM)
C: 1.2930 -0.8359 -0.8697  -0.1286
C: 1.5152 0.5987 -0.5225  -0.1621
C: 0.1528 0.9001 0.1601  -0.4273
C: -1.6582 -0.6716 0.9720  -0.0842
N: 0.2381 -1.2754 -0.3461  0.0734
N: -0.3327 -0.3803 0.4881  -0.2716
I: -1.3448 1.9434 -1.5262  0.3757
H: 1.9100 -1.4658 -1.3711  0.0836
H: 2.4457 0.6402 0.0368  0.1237
H: 1.5697 1.1822 -1.3640  0.0444
H: 0.2458 1.5840 0.9673  0.0810
H: -2.1833 -1.0625 0.0989  0.0698
H: -1.7126 -1.4571 1.7857  0.0911
H: -2.1386 0.2998 1.4907  0.1310

The value obtained for the frontier orbital gap is 8.45 eV. Its SMILES is CN1N=CC[C@H]1I. The calculation puts the HOMO energy at -8.5060 eV.


Structures ranked by computed energy, the most stable listed first: entry 2, entry 1.